Entry 1:
ORCA calculation (ωB97M-V/def2-TZVPD) on a molecular structure, C35H49BIrN10S4 in a non-equilibrium geometry.

Each line ends with the Löwdin charge.
Positions of all 100 atoms, in Å:
Ir  -1.811  1.881  -0.514  0.847
C  -0.457  1.532  4.634  -0.018
C  0.158  0.761  3.499  -0.211
C  1.268  -0.014  3.647  0.113
C  1.836  -0.713  2.546  -0.167
N  1.309  -0.620  1.351  0.191
N  0.219  0.157  1.200  -0.010
B  -0.544  0.118  -0.164  -0.665
N  -1.406  -1.179  -0.116  -0.045
N  -0.678  -2.300  -0.027  0.205
C  -1.308  -3.442  0.138  -0.150
C  -2.725  -3.472  0.252  0.128
C  -3.464  -2.328  0.140  -0.210
C  -4.963  -2.293  0.220  -0.021
C  -2.725  -1.144  -0.066  -0.559
S  -3.534  0.367  -0.337  0.760
C  -0.446  -4.688  0.228  -0.537
C  0.281  -4.636  1.582  -0.023
C  0.581  -4.674  -0.914  -0.030
C  -1.285  -5.965  0.146  -0.038
N  0.533  0.072  -1.373  -0.007
N  1.689  0.589  -1.043  0.198
C  2.702  0.576  -1.919  -0.136
C  2.550  -0.048  -3.157  0.121
C  1.310  -0.507  -3.559  -0.200
C  1.089  -1.054  -4.940  -0.012
C  0.279  -0.376  -2.625  -0.525
S  -1.410  -0.556  -3.105  0.832
C  3.988  1.278  -1.545  -0.538
C  5.165  0.296  -1.656  -0.007
C  4.184  2.431  -2.552  -0.014
C  3.907  1.855  -0.131  -0.036
C  -0.364  0.819  2.188  -0.509
S  -1.821  1.704  1.836  0.802
C  3.059  -1.588  2.753  -0.536
C  3.481  -2.263  1.450  -0.032
C  2.724  -2.656  3.812  -0.011
C  4.210  -0.718  3.288  -0.014
H  -0.248  1.043  5.583  0.106
H  -1.535  1.641  4.530  0.069
H  -0.021  2.533  4.679  0.110
H  1.722  -0.105  4.626  0.145
H  -3.225  -4.416  0.421  0.138
H  -5.371  -3.294  0.329  0.106
H  -5.389  -1.844  -0.680  0.090
H  -5.288  -1.693  1.073  0.105
H  0.871  -3.723  1.662  0.042
H  0.946  -5.495  1.672  0.112
H  -0.427  -4.671  2.414  0.103
H  1.206  -3.781  -0.875  0.066
H  0.082  -4.712  -1.886  0.092
H  1.222  -5.551  -0.835  0.104
H  -1.945  -6.086  1.007  0.096
H  -0.615  -6.823  0.139  0.106
H  -1.877  -6.012  -0.772  0.101
H  3.392  -0.110  -3.834  0.150
H  2.030  -1.405  -5.358  0.110
H  0.716  -0.266  -5.601  0.110
H  0.373  -1.872  -4.956  0.087
H  5.305  -0.072  -2.673  0.092
H  5.046  -0.562  -0.993  0.084
H  6.080  0.816  -1.373  0.109
H  4.305  2.071  -3.575  0.092
H  5.093  2.973  -2.289  0.109
H  3.350  3.135  -2.521  0.093
H  3.626  1.091  0.593  0.057
H  3.172  2.661  -0.074  0.083
H  4.879  2.261  0.148  0.107
H  2.688  -2.895  1.048  0.061
H  4.356  -2.885  1.633  0.107
H  3.733  -1.524  0.687  0.061
H  1.849  -3.246  3.536  0.074
H  2.549  -2.217  4.795  0.092
H  3.570  -3.336  3.906  0.108
H  4.496  0.066  2.585  0.081
H  5.082  -1.351  3.454  0.108
H  3.962  -0.250  4.242  0.090
C  -5.501  4.508  -0.979  0.043
C  -4.129  3.962  -0.787  -0.198
N  -3.576  3.018  -1.461  -0.101
N  -4.151  2.474  -2.595  0.053
C  -3.367  1.809  -3.426  -0.578
N  -3.776  1.358  -4.583  0.223
S  -1.660  1.566  -2.922  0.749
C  -3.177  4.561  0.174  -0.207
C  -3.467  5.711  0.872  0.055
C  -2.446  6.354  1.575  0.038
C  -1.177  5.817  1.550  0.026
C  -0.966  4.622  0.870  -0.106
N  -1.934  4.006  0.198  -0.087
H  -6.138  3.880  -1.598  0.091
H  -5.461  5.508  -1.418  0.132
H  -5.989  4.600  -0.007  0.123
H  -5.109  2.707  -2.848  0.184
H  -4.711  1.530  -4.941  0.171
H  -3.142  0.875  -5.208  0.143
H  -4.465  6.126  0.865  0.138
H  -2.652  7.270  2.114  0.146
H  -0.351  6.299  2.055  0.140
H  0.008  4.150  0.868  0.127

Summary:
2S+1: 2
HOMO-LUMO gap (spin up / spin down): 6.23 / 5.62 eV
DFT total energy: -98811.9605 eV
LUMO level (spin up / spin down): -12.36 / -12.96 eV
total charge: +4

***

Entry 2:
ORCA calculation (ωB97M-V/def2-TZVPD) on a molecular structure, C35H50BCsN6O3SSb in a non-equilibrium geometry.

Each line ends with the Löwdin charge.
Positions of all 98 atoms, in Å:
Cs  -0.162  0.078  2.146  1.127
C  2.690  -2.411  4.674  -0.042
C  1.325  -1.955  5.092  -0.362
C  1.105  -1.415  6.355  -0.051
C  -0.174  -0.981  6.677  -0.086
C  -1.189  -1.137  5.751  -0.155
C  -0.903  -1.691  4.503  -0.564
N  0.351  -2.076  4.195  -0.024
Sb  -2.671  -2.512  3.358  1.317
C  -1.669  -3.415  1.730  -0.517
C  -2.078  -4.720  1.384  -0.189
C  -1.572  -5.304  0.253  -0.121
C  -0.687  -4.579  -0.564  -0.067
C  -0.330  -3.305  -0.165  -0.364
C  0.591  -2.445  -0.973  -0.037
N  -0.784  -2.751  0.964  -0.006
C  -3.384  -0.565  2.586  -0.488
C  -4.593  -0.089  3.099  -0.167
C  -5.183  1.019  2.522  -0.100
C  -4.588  1.608  1.409  -0.056
C  -3.406  1.067  0.922  -0.361
C  -2.695  1.654  -0.259  -0.029
N  -2.820  0.019  1.516  -0.126
H  3.382  -1.570  4.610  0.077
H  2.628  -2.882  3.697  0.060
H  3.104  -3.127  5.385  0.073
H  1.931  -1.320  7.052  0.102
H  -0.379  -0.532  7.645  0.097
H  -2.205  -0.839  5.987  0.084
H  -2.794  -5.240  2.012  0.068
H  -1.867  -6.315  -0.018  0.087
H  -0.286  -4.991  -1.483  0.089
H  1.004  -2.980  -1.830  0.073
H  1.418  -2.079  -0.363  0.062
H  0.070  -1.563  -1.344  0.075
H  -5.058  -0.596  3.937  0.072
H  -6.106  1.420  2.928  0.092
H  -5.021  2.471  0.916  0.101
H  -3.361  2.248  -0.885  0.082
H  -2.235  0.893  -0.884  0.062
H  -1.888  2.316  0.061  0.075
C  3.955  -0.102  1.590  -0.096
N  4.085  -1.011  0.474  -0.263
C  4.386  -2.346  0.910  -0.120
C  5.043  -0.549  -0.512  -0.221
C  4.774  0.861  -1.044  -0.234
N  3.405  1.097  -1.434  -0.261
C  3.163  2.487  -1.741  -0.107
C  2.968  0.245  -2.513  -0.101
H  4.907  0.023  2.137  0.091
H  3.215  -0.477  2.296  0.059
H  3.606  0.871  1.256  0.054
H  5.365  -2.421  1.426  0.082
H  4.405  -3.020  0.052  0.081
H  3.617  -2.698  1.595  0.067
H  5.045  -1.263  -1.339  0.105
H  6.073  -0.555  -0.091  0.114
H  5.477  1.030  -1.896  0.116
H  5.044  1.599  -0.284  0.108
H  3.794  2.840  -2.578  0.076
H  3.379  3.097  -0.862  0.072
H  2.111  2.620  -2.027  0.058
H  3.629  0.326  -3.395  0.084
H  1.963  0.536  -2.814  0.031
H  2.950  -0.795  -2.192  0.067
O  -0.125  2.211  3.414  -0.543
N  -0.293  3.361  2.824  -0.267
C  -1.561  3.786  2.647  -0.065
C  -1.856  4.960  2.006  -0.095
C  -0.789  5.726  1.526  -0.111
C  0.488  5.283  1.721  -0.125
C  0.800  4.075  2.386  -0.764
S  2.378  3.514  2.636  0.491
H  -2.298  3.106  3.045  0.123
H  -2.889  5.243  1.870  0.090
H  -0.968  6.651  0.994  0.092
H  1.336  5.842  1.349  0.088
C  -2.682  -0.898  -3.750  -0.021
C  -2.358  0.410  -4.471  -0.533
C  -3.617  0.950  -5.144  -0.029
O  -1.933  1.345  -3.485  -0.069
B  -0.496  1.382  -3.385  -0.390
O  -0.044  0.634  -4.531  -0.058
C  -1.121  0.304  -5.400  -0.539
C  -0.873  -1.085  -5.970  -0.028
C  -1.123  1.331  -6.532  -0.036
H  -3.426  -0.691  -2.982  0.087
H  -1.800  -1.296  -3.255  0.082
H  -3.082  -1.661  -4.422  0.079
H  -4.433  0.976  -4.422  0.080
H  -3.927  0.314  -5.979  0.080
H  -3.462  1.961  -5.511  0.075
H  -0.697  -1.804  -5.176  0.077
H  0.011  -1.063  -6.607  0.079
H  -1.717  -1.432  -6.573  0.081
H  -1.281  2.329  -6.134  0.087
H  -1.884  1.122  -7.285  0.074
H  -0.144  1.312  -7.009  0.082

Summary:
2S+1: 2
HOMO-LUMO gap (spin up / spin down): 2.95 / 3.83 eV
DFT total energy: -70783.9624 eV
LUMO level (spin up / spin down): 3.68 / 3.62 eV
total charge: -2

***

Entry 3:
ORCA calculation (ωB97M-V/def2-TZVPD) on a molecular structure, C35H50ClF5N7O6PbTe.

Each line ends with the Löwdin charge.
Positions of all 106 atoms, in Å:
Pb  -0.045  1.586  -1.077  1.353
C  -1.856  6.966  -0.464  -0.065
N  -1.624  5.922  -1.450  -0.169
C  -0.816  6.348  -2.580  -0.057
C  -1.455  4.613  -1.007  -0.418
N  -0.439  3.895  -1.309  0.054
N  -2.478  4.144  -0.222  0.129
C  -2.813  2.774  0.033  -0.591
N  -4.085  2.744  0.652  0.092
N  -2.122  1.768  -0.203  -0.083
H  -0.910  7.405  -0.122  0.092
H  -2.372  6.576  0.411  0.078
H  -2.462  7.761  -0.899  0.085
H  -1.297  7.216  -3.031  0.090
H  -0.768  5.564  -3.333  0.075
H  0.205  6.632  -2.291  0.099
H  0.249  4.365  -1.885  0.048
H  -3.231  4.796  -0.096  0.115
H  -4.797  3.313  0.216  0.071
H  -4.398  1.791  0.765  0.069
H  -3.045  -0.211  -0.037  0.074
F  0.961  2.840  -6.354  -0.382
Te  -0.195  2.422  -4.937  1.705
F  -1.148  3.909  -5.576  -0.397
F  -1.002  1.326  -6.216  -0.388
F  0.925  3.639  -4.018  -0.397
F  1.078  1.093  -4.597  -0.388
O  -1.277  2.066  -3.580  -0.661
C  2.236  -2.141  -2.397  -0.024
C  3.512  -1.820  -1.668  -0.209
C  4.347  -2.814  -1.182  -0.101
C  5.508  -2.488  -0.497  -0.685
Cl  6.524  -3.771  0.124  0.616
C  5.858  -1.170  -0.285  -0.106
C  5.035  -0.157  -0.764  0.015
C  3.872  -0.482  -1.454  -0.228
O  3.010  0.433  -1.956  -0.085
C  3.450  1.792  -2.071  -0.100
C  3.307  2.588  -0.758  -0.659
O  4.339  2.919  -0.166  -0.011
O  2.112  2.822  -0.396  -0.195
H  2.228  -3.181  -2.725  0.083
H  2.107  -1.487  -3.259  0.086
H  1.366  -1.982  -1.751  0.068
H  4.092  -3.856  -1.339  0.113
H  6.761  -0.926  0.259  0.105
H  5.283  0.881  -0.573  0.103
H  2.795  2.229  -2.823  0.103
H  4.482  1.823  -2.422  0.129
C  -5.247  -1.856  2.051  -0.067
C  -3.791  -2.173  2.403  -0.372
C  -3.097  -0.980  3.042  -0.055
C  -3.011  -2.779  1.234  -0.126
C  -2.361  -3.993  1.451  -0.053
C  -1.685  -4.650  0.433  -0.097
C  -1.684  -4.098  -0.838  -0.047
C  -2.321  -2.889  -1.110  -0.128
C  -2.360  -2.390  -2.550  -0.346
C  -1.628  -1.063  -2.887  -0.076
C  -3.818  -2.325  -3.015  -0.065
C  -2.944  -2.205  -0.050  -0.204
O  -3.568  -1.014  -0.319  -0.014
H  -5.772  -1.484  2.935  0.073
H  -5.763  -2.755  1.704  0.081
H  -5.311  -1.111  1.259  0.065
H  -3.819  -2.959  3.163  0.120
H  -2.839  -0.217  2.306  0.066
H  -2.176  -1.294  3.525  0.074
H  -3.734  -0.523  3.804  0.078
H  -2.406  -4.435  2.442  0.106
H  -1.180  -5.590  0.625  0.096
H  -1.195  -4.623  -1.653  0.107
H  -1.850  -3.160  -3.136  0.120
H  -2.146  -0.195  -2.481  0.043
H  -1.612  -0.942  -3.972  0.082
H  -0.591  -1.040  -2.544  0.029
H  -4.359  -1.558  -2.460  0.073
H  -4.322  -3.283  -2.863  0.080
H  -3.861  -2.079  -4.079  0.078
C  1.977  -2.973  1.229  -0.051
C  2.879  -2.069  2.053  -0.184
N  2.495  -2.034  3.466  -0.045
C  2.814  -3.208  4.276  -0.198
C  1.605  -4.091  4.567  -0.071
C  1.886  -1.004  4.101  -0.414
O  1.646  -1.042  5.304  0.047
C  1.508  0.233  3.337  -0.104
C  1.795  1.456  3.932  0.007
C  1.384  2.622  3.322  -0.028
C  0.692  2.534  2.127  -0.133
N  0.400  1.368  1.551  -0.012
C  0.795  0.247  2.148  -0.081
H  2.241  -2.909  0.173  0.044
H  0.931  -2.693  1.340  0.065
H  2.081  -4.017  1.536  0.077
H  2.880  -1.059  1.653  0.113
H  3.911  -2.423  1.992  0.114
H  3.240  -2.864  5.217  0.117
H  3.578  -3.768  3.736  0.117
H  0.863  -3.525  5.130  0.070
H  1.908  -4.955  5.163  0.072
H  1.147  -4.452  3.645  0.059
H  2.327  1.469  4.874  0.123
H  1.611  3.589  3.748  0.108
H  0.346  3.425  1.616  0.105
H  0.505  -0.675  1.654  0.111

Summary:
2S+1: 1
HOMO-LUMO gap: 8.04 eV
DFT total energy: -98479.2170 eV
LUMO level: 2.22 eV
total charge: -1

***

Entry 4:
ORCA calculation (ωB97M-V/def2-TZVPD) on a molecular structure, C35H52AsFeO2P3 in a non-equilibrium geometry.

Each line ends with the Löwdin charge.
Positions of all 94 atoms, in Å:
Fe  -3.143  0.469  -0.004  0.354
P  -0.650  -1.096  1.219  0.912
P  -1.859  -0.472  -1.645  0.814
P  -2.713  1.182  2.193  0.780
H  1.513  1.454  -1.433  0.037
C  1.219  2.058  -0.546  -0.059
C  1.627  1.801  0.693  -0.070
H  2.294  0.972  0.922  0.028
C  0.866  -1.979  0.673  -0.236
C  -1.692  -2.617  1.473  -0.223
C  -0.062  -0.914  2.968  -0.239
C  -1.701  0.635  -3.094  -0.203
C  -0.859  -1.911  -2.221  -0.229
C  -3.616  -1.098  -1.658  -0.219
C  -1.540  2.026  3.338  -0.197
C  -3.602  -0.073  3.216  -0.227
C  -3.970  2.498  1.981  -0.241
H  0.539  2.909  -0.765  0.047
H  1.278  2.426  1.521  0.046
H  1.657  -1.251  0.499  0.016
H  0.721  -2.497  -0.273  0.027
H  1.160  -2.709  1.437  0.077
H  -1.979  -3.030  0.496  0.036
H  -2.610  -2.352  2.013  0.029
H  -1.102  -3.350  2.041  0.080
H  0.580  -0.029  3.044  0.050
H  0.514  -1.813  3.236  0.076
H  -0.891  -0.807  3.674  0.023
H  -2.417  0.390  -3.885  0.073
H  -0.689  0.582  -3.514  0.067
H  -1.893  1.668  -2.767  0.005
H  -1.105  -2.171  -3.268  0.086
H  -1.065  -2.802  -1.607  0.047
H  0.213  -1.620  -2.194  0.001
H  -3.889  -1.134  -2.718  0.086
H  -4.304  -0.387  -1.154  0.027
H  -3.679  -2.115  -1.253  0.078
H  -2.102  2.669  4.031  0.076
H  -0.850  2.655  2.758  0.051
H  -0.960  1.320  3.943  0.039
H  -4.259  0.457  3.922  0.075
H  -2.903  -0.706  3.776  0.044
H  -4.222  -0.685  2.539  0.048
H  -4.201  2.912  2.975  0.078
H  -4.870  2.066  1.521  0.062
H  -3.579  3.282  1.314  0.016
C  -2.905  3.823  -1.150  -0.272
C  -3.557  3.692  -2.380  0.028
C  -4.287  4.731  -2.921  0.011
C  -4.460  5.920  -2.203  0.054
C  -3.815  6.040  -0.968  0.011
C  -3.008  5.036  -0.432  0.050
O  -2.083  2.820  -0.709  -0.056
H  -2.589  1.756  -0.616  0.010
H  -3.533  2.726  -2.885  0.116
H  -4.737  4.596  -3.897  0.139
H  -5.075  6.722  -2.640  0.157
H  -3.944  6.985  -0.436  0.142
H  -2.609  5.155  0.572  0.138
O  1.831  -0.724  -1.900  -0.565
As  3.493  -0.976  -2.046  1.232
C  3.945  -2.833  -1.775  -0.314
C  5.089  -3.196  -1.054  -0.096
C  5.381  -4.555  -0.855  -0.055
C  4.538  -5.542  -1.379  -0.053
C  3.397  -5.171  -2.112  -0.065
C  3.109  -3.819  -2.315  -0.104
C  3.952  -0.466  -3.884  -0.306
C  5.241  -0.706  -4.375  -0.082
C  5.529  -0.363  -5.707  -0.054
C  4.544  0.207  -6.513  -0.057
C  3.260  0.439  -6.009  -0.069
C  2.951  0.093  -4.688  -0.104
C  4.410  0.142  -0.757  -0.317
C  4.538  -0.278  0.577  -0.141
C  5.155  0.567  1.506  -0.073
C  5.654  1.812  1.113  -0.053
C  5.516  2.228  -0.220  -0.051
C  4.890  1.394  -1.154  -0.086
H  5.746  -2.428  -0.644  0.101
H  6.272  -4.838  -0.286  0.119
H  4.769  -6.600  -1.225  0.119
H  2.739  -5.940  -2.522  0.112
H  2.235  -3.517  -2.892  0.101
H  6.001  -1.150  -3.728  0.113
H  6.526  -0.549  -6.092  0.116
H  4.774  0.473  -7.541  0.116
H  2.491  0.882  -6.632  0.105
H  1.955  0.246  -4.265  0.078
H  4.156  -1.251  0.883  0.099
H  5.251  0.242  2.544  0.114
H  6.149  2.460  1.835  0.117
H  5.898  3.201  -0.535  0.118
H  4.772  1.714  -2.194  0.111

Summary:
2S+1: 6
HOMO-LUMO gap (spin up / spin down): 5.50 / 2.87 eV
DFT total energy: -164293.4838 eV
LUMO level (spin up / spin down): -9.37 / -12.00 eV
total charge: +3

***

Among the records above, which one has the highest DFT total energy? C35H50BCsN6O3SSb

***

Which value of DFT total energy does entry 3 give? -98479.2170 eV

***

Among the records above, which one has the lowest total charge? C35H50BCsN6O3SSb